93
Properties=species:S:1:pos:R:3:forces:R:3:lowdin_charge:R:1 method="wB97M-V/def2-TZVPD" orbital_gap_ev=6.4 lumo_energy_ha=0.073 charge=-1
C -0.80314 2.70418 2.59435 -0.060 -0.769 -1.406 -0.164
C -0.86219 1.94181 1.43318 1.075 -1.437 2.256 -0.356
Nb 0.56142 2.05237 -0.32199 -2.849 2.510 0.057 1.229
O -0.28008 3.78636 -1.12514 1.000 -1.629 0.254 -0.524
C -0.91159 0.84610 -1.61234 0.627 -1.261 0.341 -0.346
C -0.71348 -0.69841 -1.58768 -1.101 0.372 -0.389 -0.498
C 0.65906 -1.40858 -1.66273 -0.587 -0.183 -0.357 -0.126
N -1.75739 -1.45894 -1.53626 0.702 -0.120 0.378 0.062
H 0.05687 2.54684 3.27653 0.047 1.364 -0.901 0.035
H -1.59725 3.44184 2.85155 0.042 -1.150 0.558 0.033
H -1.72411 1.22638 1.34631 -0.353 1.771 -1.050 0.014
H 1.82242 1.99532 -1.66395 0.314 -0.384 0.413 -0.132
H 1.68502 3.06243 0.69965 0.344 -0.190 0.374 -0.157
H 1.36420 0.52199 0.29956 0.080 0.230 -0.371 -0.130
H -0.10083 3.76445 -2.07248 -0.103 0.281 -0.120 -0.058
H -0.91815 1.26424 -2.64952 0.175 -0.400 0.634 0.035
H -1.91367 1.04760 -1.15641 0.598 -0.028 -0.507 0.011
H 0.63059 -2.06385 -2.57169 0.169 0.753 0.918 0.019
H 1.50630 -0.70271 -1.68839 -0.470 -0.395 -0.124 0.012
H 0.79005 -2.09393 -0.79421 -0.199 0.616 -0.445 0.072
H -2.60937 -0.89368 -1.52666 0.485 -0.020 -0.127 -0.050
C 0.08696 -4.08019 -5.65552 -0.397 -0.246 -0.105 -0.072
C 1.01017 -3.14900 -5.01580 -0.134 -0.155 -0.144 -0.254
N 1.73615 -2.41608 -4.51203 0.227 -0.088 -0.390 0.146
H 0.26730 -5.10570 -5.33212 0.096 0.191 0.108 0.034
H -0.95093 -3.84042 -5.42088 0.117 0.190 0.118 0.087
H 0.18854 -4.05802 -6.74148 0.131 0.137 0.052 0.081
C -4.62896 -3.54922 -1.07131 0.193 0.223 0.157 -0.078
C -5.46284 -4.38591 -1.93050 0.109 0.132 0.180 -0.280
N -6.11898 -5.04303 -2.60514 -0.023 -0.009 -0.014 0.108
H -4.20365 -2.70878 -1.62115 0.013 -0.145 -0.097 0.046
H -5.20198 -3.13978 -0.23728 -0.158 -0.135 -0.084 0.057
H -3.79725 -4.11379 -0.64971 -0.037 -0.070 -0.153 0.084
C 3.72734 6.46878 0.02470 -0.640 0.259 0.224 -0.101
C 4.01556 5.07155 0.32587 -0.083 0.248 -0.104 -0.276
N 4.24282 3.97098 0.55636 0.411 0.036 0.045 0.135
H 2.69540 6.72685 0.27101 -0.045 -0.334 -0.005 0.085
H 4.37849 7.13867 0.58662 -0.322 -0.380 -0.032 0.025
H 3.87238 6.68636 -1.03260 0.056 -0.148 0.027 0.078
C -6.40412 -0.05180 -0.06254 -0.282 0.032 0.241 -0.067
C -5.30501 -0.00534 -1.02153 -0.263 -0.035 0.228 -0.241
N -4.43683 0.00698 -1.77044 -0.270 0.127 -0.124 0.161
H -6.68943 -1.07810 0.17122 0.142 -0.010 -0.081 0.062
H -6.13436 0.43141 0.87684 0.154 -0.010 -0.090 0.081
H -7.29100 0.45378 -0.44544 0.132 0.019 -0.151 0.081
C 6.73067 1.71470 0.79349 -0.220 0.049 0.065 -0.082
C 8.09358 1.48881 0.31736 -0.209 -0.020 0.112 -0.294
N 9.16576 1.31348 -0.05442 0.023 0.048 -0.009 0.102
H 6.64772 1.53567 1.86556 0.168 -0.027 -0.041 0.083
H 6.40626 2.73850 0.60855 0.034 -0.058 -0.058 0.032
H 6.01860 1.05540 0.29690 0.112 0.018 -0.079 0.090
C 3.66070 0.22894 -6.35545 -0.243 -0.034 0.215 -0.074
C 4.77304 0.23084 -7.30258 -0.184 0.022 0.146 -0.290
N 5.64574 0.23092 -8.04806 0.006 -0.017 -0.024 0.107
H 3.34115 -0.78595 -6.11549 0.110 0.003 -0.038 0.052
H 3.93289 0.71425 -5.41802 0.129 -0.019 -0.082 0.087
H 2.79521 0.75724 -6.75573 0.128 0.013 -0.128 0.082
C 3.80357 -5.95502 -6.43674 0.261 0.147 -0.179 -0.063
C 2.65495 -6.45238 -5.68506 0.233 0.020 -0.086 -0.267
N 1.75179 -6.84255 -5.09507 0.059 -0.081 -0.043 0.140
H 4.74193 -6.28795 -5.99310 -0.133 -0.056 0.116 0.083
H 3.78456 -6.30603 -7.46881 -0.152 -0.076 0.081 0.081
H 3.81982 -4.86472 -6.45965 -0.146 -0.039 0.126 0.080
C -3.82102 -2.23239 2.72058 0.375 -0.047 -0.181 -0.074
C -5.27755 -2.25247 2.82081 0.233 -0.019 0.034 -0.294
N -6.42389 -2.27353 2.90659 0.046 0.061 -0.015 0.121
H -3.35670 -2.28951 3.70231 -0.190 -0.001 0.021 0.021
H -3.44509 -3.07043 2.13251 -0.181 -0.008 -0.019 0.080
H -3.46406 -1.31728 2.24521 -0.171 0.015 -0.018 0.085
C 7.69200 6.10097 -1.05776 0.190 -0.249 -0.121 -0.055
C 6.79999 7.11288 -0.49835 0.246 -0.052 -0.082 -0.247
N 6.09193 7.90397 -0.06232 0.798 0.289 -0.156 0.133
H 7.24469 5.61324 -1.92428 -0.137 0.099 0.076 0.088
H 8.63761 6.53905 -1.37793 -0.099 0.140 0.070 0.081
H 7.91961 5.32507 -0.32635 -0.127 0.101 0.076 0.081
C -1.31219 -3.05387 6.67084 -0.044 0.133 0.458 -0.082
C -1.16642 -3.52601 5.29765 -0.026 0.106 0.238 -0.279
N -1.05160 -3.89863 4.21863 -0.056 -0.033 -0.013 0.137
H -1.44631 -3.88343 7.36615 0.043 -0.111 -0.188 0.078
H -0.43502 -2.49484 6.99830 0.062 -0.061 -0.210 0.081
H -2.17612 -2.39640 6.77550 0.040 -0.062 -0.269 0.032
C -6.37066 -0.88928 6.59372 -0.444 -0.018 0.063 -0.074
C -5.00854 -1.07162 6.10815 -0.213 0.058 0.038 -0.253
N -3.93702 -1.21331 5.72201 -0.041 0.043 0.144 0.160
H -6.43934 -1.08687 7.66345 0.211 0.022 -0.033 0.083
H -6.71513 0.13052 6.42579 0.244 0.020 -0.029 0.070
H -7.06387 -1.56171 6.08650 0.217 -0.059 -0.126 0.078
C -2.55296 2.47127 6.07794 0.299 0.045 -0.222 -0.068
C -3.77586 2.13217 6.79777 0.244 0.077 -0.120 -0.272
N -4.73759 1.86575 7.36304 -0.097 -0.002 0.056 0.134
H -2.52385 3.52943 5.81761 -0.167 -0.027 0.069 0.083
H -1.66548 2.25714 6.67378 -0.151 -0.067 0.111 0.085
H -2.46795 1.90400 5.14964 -0.144 -0.049 0.064 0.072